Record 1
Density functional theory data (the ωB97M-V functional and the def2-TZVPD basis) for an isolated molecule of C22H22N2O2.

Atoms and positions in Å:
C -2.579 1.896 -1.780
N -1.233 2.432 -1.820
C -0.989 3.762 -2.343
C 0.513 3.915 -2.233
N 0.940 2.612 -1.739
C 2.324 2.317 -1.413
C -0.096 1.797 -1.545
C 0.022 0.358 -1.168
H -2.618 0.908 -1.306
H -3.235 2.579 -1.224
H -2.991 1.823 -2.797
H -1.313 3.812 -3.391
H -1.539 4.526 -1.787
H 0.959 4.105 -3.219
H 0.806 4.726 -1.557
H 2.579 1.288 -1.694
H 2.961 3.006 -1.983
H 2.542 2.447 -0.339
H 1.044 0.014 -1.414
H -0.672 -0.177 -1.831
C -0.662 -6.100 1.345
C -0.197 -4.897 1.889
C -0.319 -3.734 1.129
C -0.854 -3.759 -0.158
C -1.309 -4.953 -0.718
C -1.221 -6.124 0.046
C -0.913 -2.360 -0.684
O -1.343 -2.033 -1.803
C -0.382 -1.500 0.368
C -0.347 0.001 0.239
C 0.521 0.697 1.295
C 1.759 0.175 1.690
C 2.415 0.697 2.808
C 1.896 1.820 3.459
C 0.763 2.462 2.940
C 0.079 1.892 1.861
C -0.048 -2.314 1.531
O 0.362 -1.997 2.649
H -0.596 -7.023 1.925
H 0.250 -4.845 2.880
H -1.722 -4.948 -1.726
H -1.589 -7.067 -0.361
H -1.397 0.325 0.389
H 2.210 -0.672 1.168
H 3.305 0.185 3.184
H 2.384 2.200 4.356
H 0.379 3.382 3.388
H -0.849 2.343 1.492

## Properties
Multiplicity: 1
F_max in eV/A: 1.77
Energy above the lowest of the compared OMol25 structures with the same formula, charge and spin in kJ/mol: 235.3
Calculated total energy in Ha: -1111.492204
HOMO energy in Ha: -0.237

***

Record 2
Density functional theory data (the ωB97M-V functional and the def2-TZVPD basis) for an isolated molecule of C22H22N4O2.

Atoms and positions in Å:
C 3.720 -1.171 2.162
H 4.801 -1.266 2.247
H 3.351 -0.732 3.086
H 3.307 -2.172 2.050
C 3.382 -0.291 0.956
C 1.887 -0.105 0.769
C 1.417 0.692 -0.271
C 0.059 0.891 -0.489
C -0.867 0.229 0.308
C -0.416 -0.599 1.325
C 0.947 -0.728 1.578
H 1.260 -1.330 2.415
C -1.420 -1.293 2.179
O -2.408 -0.738 2.613
N -1.156 -2.597 2.500
C -0.195 -3.458 1.970
C 0.182 -3.432 0.627
C 1.161 -4.309 0.195
C 1.720 -5.190 1.110
N 1.336 -5.250 2.373
C 0.404 -4.418 2.790
H 0.119 -4.508 3.831
H 2.497 -5.884 0.823
H 1.475 -4.312 -0.837
H -0.286 -2.745 -0.062
H -1.746 -2.975 3.232
H -1.931 0.302 0.136
C -0.332 1.786 -1.620
O 0.351 1.900 -2.615
N -1.501 2.459 -1.398
C -2.157 3.360 -2.234
C -3.323 3.968 -1.769
C -3.989 4.860 -2.589
C -3.466 5.112 -3.849
N -2.363 4.539 -4.296
C -1.721 3.689 -3.522
H -0.825 3.249 -3.932
H -3.948 5.800 -4.530
H -4.893 5.345 -2.256
H -3.695 3.741 -0.779
H -1.941 2.323 -0.497
H 2.099 1.193 -0.941
C 4.044 1.079 1.155
H 5.113 0.957 1.310
H 3.625 1.577 2.028
H 3.897 1.721 0.292
C 3.942 -0.966 -0.304
H 5.015 -1.111 -0.203
H 3.474 -1.938 -0.447
H 3.760 -0.364 -1.190

## Properties
Multiplicity: 1
F_max in eV/A: 0.75
Energy above the lowest of the compared OMol25 structures with the same formula, charge and spin in kJ/mol: 9.3
SMILES: CC(C)(C)c1cc(C(=O)Nc2cccnc2)cc(C(=O)Nc2cccnc2)c1
Calculated total energy in Ha: -1221.099281
HOMO energy in Ha: -0.326